## P
The following is a quantum chemistry calculation of a cluster of 2 separate species, C9H14 in total, from OMol25.

Atoms and positions in Å:
C  1.919  2.524  2.690
C  1.439  1.569  1.626
C  1.355  0.215  2.082
C  0.407  -0.608  1.400
C  -0.285  -0.031  0.346
C  -0.228  1.255  -0.139
C  0.708  2.052  0.554
H  0.999  3.079  3.125
H  2.641  3.264  2.467
H  2.311  2.027  3.574
H  2.112  -0.195  2.812
H  0.328  -1.636  1.618
H  -1.032  -0.618  -0.180
H  -0.876  1.649  -1.036
H  0.836  3.189  0.366
C  -1.900  -1.692  -2.226
C  -1.175  -2.733  -3.056
H  -2.820  -2.200  -1.707
H  -1.301  -1.156  -1.477
H  -2.360  -0.891  -2.931
H  -0.502  -2.270  -3.781
H  -1.960  -3.382  -3.702
H  -0.614  -3.413  -2.424

Its structure (SMILES) is Cc1ccccc1.CC. As for the charge: 0. As for the LUMO energy: 1.0 eV. Its HOMO-LUMO gap is 9.954 eV. Its HOMO energy is -8.943 eV.

Here are the Mulliken charges for atoms 1 to 6, given in e: C -1.380; C 0.800; C -0.404; C -0.886; C -0.085; C -0.398



## Q
The following is a quantum chemistry calculation of a cluster of 2 separate species, C9H14 in total, from OMol25.

Atoms and positions in Å:
C  1.991  1.496  -0.622
C  0.901  1.077  0.331
C  1.083  0.042  1.246
C  -0.025  -0.373  1.979
C  -1.311  0.038  1.706
C  -1.516  0.850  0.622
C  -0.417  1.451  -0.003
H  2.849  1.964  -0.144
H  1.634  2.102  -1.462
H  2.288  0.580  -1.152
H  2.006  -0.434  1.551
H  0.163  -0.989  2.854
H  -2.079  -0.424  2.317
H  -2.488  1.134  0.241
H  -0.620  2.233  -0.725
C  -1.082  -1.374  -1.901
C  0.168  -2.289  -1.949
H  -1.954  -1.971  -1.599
H  -0.910  -0.635  -1.124
H  -1.374  -1.031  -2.898
H  -0.153  -3.312  -1.829
H  0.820  -1.944  -1.139
H  0.803  -2.171  -2.823

Its structure (SMILES) is Cc1ccccc1.CC. As for the charge: 0. As for the LUMO energy: 1.1 eV. Its HOMO-LUMO gap is 10.207 eV. Its HOMO energy is -9.123 eV.

Here are the Mulliken charges for atoms 1 to 6, given in e: C -1.337; C 0.978; C -0.615; C -0.249; C -0.504; C -0.489



## R
The following is a quantum chemistry calculation of a cluster of 2 separate species, C9H14 in total, from OMol25.

Atoms and positions in Å:
C  3.169  1.931  1.145
C  2.247  1.262  0.134
C  0.927  1.683  0.088
C  -0.051  0.863  -0.491
C  0.367  -0.261  -1.203
C  1.719  -0.579  -1.301
C  2.661  0.158  -0.607
H  3.630  1.208  1.815
H  2.602  2.678  1.695
H  3.978  2.438  0.618
H  0.662  2.569  0.659
H  -1.098  1.131  -0.496
H  -0.391  -0.807  -1.735
H  2.115  -1.417  -1.868
H  3.717  -0.079  -0.525
C  -2.653  -1.282  0.011
C  -3.866  -1.990  0.572
H  -2.780  -1.308  -1.085
H  -2.567  -0.216  0.236
H  -1.690  -1.703  0.302
H  -3.872  -3.029  0.237
H  -4.807  -1.570  0.189
H  -4.020  -1.680  1.611

Its structure (SMILES) is Cc1ccccc1.CC. As for the charge: 0. As for the LUMO energy: 1.0 eV. Its HOMO-LUMO gap is 9.967 eV. Its HOMO energy is -8.951 eV.

Here are the Mulliken charges for atoms 1 to 6, given in e: C -1.315; C 0.775; C -0.491; C -0.511; C -0.453; C -0.448



## S
The following is a quantum chemistry calculation of a cluster of 2 separate species, C9H14 in total, from OMol25.

Atoms and positions in Å:
C  3.150  -1.229  -0.156
C  2.192  -0.114  0.122
C  0.924  0.174  -0.381
C  0.178  1.214  0.141
C  0.734  2.093  1.051
C  2.020  1.844  1.551
C  2.706  0.728  1.148
H  4.209  -1.011  0.249
H  3.279  -1.413  -1.288
H  2.850  -2.260  0.224
H  0.545  -0.496  -1.217
H  -0.788  1.509  -0.325
H  0.178  2.973  1.378
H  2.537  2.650  2.114
H  3.708  0.607  1.520
C  -2.986  -0.695  -1.152
C  -4.228  -1.098  -0.409
H  -3.037  0.264  -1.780
H  -2.057  -0.401  -0.516
H  -2.572  -1.528  -1.841
H  -4.537  -0.381  0.347
H  -4.016  -1.981  0.224
H  -4.988  -1.449  -1.004

Its structure (SMILES) is Cc1ccccc1.CC. As for the charge: 0. As for the LUMO energy: 1.0 eV. Its HOMO-LUMO gap is 9.993 eV. Its HOMO energy is -8.984 eV.

Here are the Mulliken charges for atoms 1 to 6, given in e: C -1.056; C 0.932; C -0.261; C -0.273; C -0.523; C -0.496



Which one is most stable, and which one is least stable? R is the most stable of them, while P is the least stable.